A gas-phase ion, C4H6N3S (charge +1) at a distorted geometry. Source: the Open Molecules 2025 dataset; level of theory: the ωB97M-V functional and the def2-TZVPD basis.

## Properties
**Charge**: +1
**HOMO energy (spin up / spin down)**: -0.4617 / -0.4623 hartree
**2S+1**: 1
**SMILES string**: C=[N+]=C=[N+](N)/C=C\[S-]
**Lowest unoccupied orbital energy (spin up / spin down)**: -0.223 / -0.223 Eh
**ΔE to the lowest compared entry with this formula, charge and spin**: 167.3 kcal/mol
**Gap between HOMO and LUMO (spin up / spin down)**: 6.50 / 6.52 eV

Each line ends with the Löwdin charge.
Geometry (Å):
C: 1.0354 -2.8496 0.6357  0.123
N: 0.6378 -1.7525 0.2183  0.118
C: 0.2418 -0.6865 -0.2083  0.049
N: -0.5751 0.3403 -0.4095  -0.119
N: -1.5816 0.0688 -1.2743  0.148
C: -0.4351 1.6576 -0.0512  -0.076
C: 0.4956 2.3604 0.7836  -0.589
S: 1.8544 1.7823 1.5064  0.743
H: 0.7514 -3.7821 0.3131  0.091
H: 1.8865 -2.9344 1.2064  0.092
H: -2.2375 0.8109 -1.2046  0.120
H: -1.3637 -0.6260 -1.9898  0.155
H: -1.1690 2.1907 -0.5300  0.096
H: 0.4592 3.4201 1.0041  0.047

A molecular structure, C4H6N4 at a distorted geometry. Source: the Open Molecules 2025 dataset; level of theory: the ωB97M-V functional and the def2-TZVPD basis.

## Properties
**HOMO energy**: -0.3255 hartree
**2S+1**: 1
**Lowest unoccupied orbital energy**: 0.014 Eh
**ΔE to the lowest compared entry with this formula, charge and spin**: 145.8 kcal/mol
**Gap between HOMO and LUMO**: 9.25 eV

Each line ends with the Löwdin charge.
Geometry (Å):
C: 1.6922 0.0856 0.1568  -0.498
C: -0.2002 0.6167 -0.1233  -0.404
C: -1.6689 0.8060 -0.1385  -0.075
C: -1.4540 -0.6467 0.4248  -0.136
H: 2.9643 1.1849 -0.2240  0.052
H: -2.0575 1.9473 0.3257  0.190
H: -2.0594 0.7563 -1.2294  0.137
H: -2.3266 -1.2346 -0.0957  0.135
H: -0.8647 -1.0884 1.3741  0.181
H: 1.2968 -1.8836 -0.3208  0.075
N: 3.0528 0.0882 -0.1548  0.063
N: 0.9068 1.2599 0.3302  0.198
N: -0.2865 -0.7484 -0.4979  -0.014
N: 1.0050 -1.1432 0.1730  0.097

C4H6N4 in the gas phase at a distorted geometry. Source: the Open Molecules 2025 dataset; level of theory: the ωB97M-V functional and the def2-TZVPD basis.

## Properties
**HOMO energy**: -0.3197 hartree
**2S+1**: 1
**SMILES string**: [H]/N=C(C#N)/C(N)=C\N
**Lowest unoccupied orbital energy**: -0.009 Eh
**ΔE to the lowest compared entry with this formula, charge and spin**: 48.7 kcal/mol
**Gap between HOMO and LUMO**: 8.47 eV

Each line ends with the Löwdin charge.
Geometry (Å):
H: 1.1480 -2.8527 0.0949  0.072
N: 1.4523 -1.8799 -0.0383  0.164
C: 0.4233 -1.0878 -0.0572  -0.300
C: -0.9138 -1.6951 -0.1642  -0.172
N: -1.8623 -2.3712 -0.2268  0.159
C: 0.5207 0.3829 -0.2810  -0.314
N: 1.6290 0.8562 -0.9541  0.100
C: -0.5805 1.1000 0.0501  -0.192
N: -1.5400 0.8420 1.0193  0.006
H: 1.8672 1.8159 -0.7294  0.098
H: 2.4018 0.1895 -0.8724  0.089
H: -0.6053 2.1482 -0.2544  0.109
H: -2.4703 1.0277 0.6352  0.090
H: -1.4700 1.5245 1.7781  0.090

2 unconnected molecules or ions with the total composition C4H6N4 at a distorted geometry. Source: the Open Molecules 2025 dataset; level of theory: the ωB97M-V functional and the def2-TZVPD basis.

## Properties
**HOMO energy**: -0.3638 hartree
**2S+1**: 1
**SMILES string**: N#CC1(C#N)CN1.N
**Lowest unoccupied orbital energy**: 0.022 Eh
**ΔE to the lowest compared entry with this formula, charge and spin**: 95.9 kcal/mol
**Gap between HOMO and LUMO**: 10.50 eV

Each line ends with the Löwdin charge.
Geometry (Å):
N: 1.9458 1.5020 -0.5418  0.184
C: 1.1658 0.7975 -0.1175  -0.247
C: 0.3145 0.0092 0.7194  -0.383
C: 0.5884 -1.2943 0.2369  -0.235
N: 0.7280 -2.3652 -0.1338  0.194
C: -0.4546 0.4460 2.0576  -0.015
N: -1.1395 0.2069 0.7994  0.064
H: -0.4480 -0.1616 2.9912  0.123
H: -0.6195 1.5186 2.2705  0.117
H: -1.5244 -0.6375 0.8322  0.044
N: 0.0377 -0.0487 -2.1160  0.043
H: 0.3915 -0.5438 -2.9410  0.060
H: -0.9467 -0.2973 -1.7530  0.083
H: -0.0390 0.8682 -2.3043  -0.031

C4H6N4 in the gas phase at a distorted geometry. Source: the Open Molecules 2025 dataset; level of theory: the ωB97M-V functional and the def2-TZVPD basis.

## Properties
**HOMO energy**: -0.2883 hartree
**2S+1**: 1
**SMILES string**: C1NN=C2CNN=C12
**Lowest unoccupied orbital energy**: 0.013 Eh
**ΔE to the lowest compared entry with this formula, charge and spin**: 97.1 kcal/mol
**Gap between HOMO and LUMO**: 8.20 eV

Each line ends with the Löwdin charge.
Geometry (Å):
C: -1.4702 1.0730 0.1570  -0.065
N: -2.0941 -0.3165 0.0771  -0.066
N: -1.1157 -1.3181 -0.0519  0.106
C: 0.0626 -0.7071 0.0072  -0.319
C: 1.4394 -1.1575 0.0145  -0.070
N: 2.0373 0.2570 0.2035  -0.078
N: 1.0611 1.3025 -0.2021  0.120
C: -0.0307 0.6412 -0.0238  -0.343
H: -1.8976 1.7599 -0.6442  0.135
H: -1.4879 1.6298 1.0970  0.112
H: -2.7983 -0.4626 -0.6204  0.096
H: 1.8332 -1.6543 -0.7832  0.083
H: 1.5211 -1.5274 1.1181  0.161
H: 2.9397 0.4802 -0.3488  0.127

C4H6N4O in the gas phase at a distorted geometry. Source: the Open Molecules 2025 dataset; level of theory: the ωB97M-V functional and the def2-TZVPD basis.

## Properties
**HOMO energy**: -0.3017 hartree
**2S+1**: 1
**SMILES string**: C#C/C(=N/N)O/C=N\N
**Lowest unoccupied orbital energy**: 0.024 Eh
**ΔE to the lowest compared entry with this formula, charge and spin**: 158.8 kcal/mol
**Gap between HOMO and LUMO**: 8.87 eV

Each line ends with the Löwdin charge.
Geometry (Å):
C: 3.0789 0.8012 -1.1131  0.071
C: 2.0075 0.7177 -0.5392  -0.107
C: 0.9200 0.1459 0.1334  -0.455
N: 1.0347 -0.6566 1.1598  0.050
N: -0.1006 -1.0026 1.6313  0.010
O: -0.2429 0.7061 -0.2623  -0.097
C: -0.9640 -0.1728 -1.1758  -0.079
N: -2.1846 -0.5568 -0.7478  0.026
N: -2.4108 0.1660 0.4547  -0.059
H: 3.8145 0.6912 -2.1793  0.143
H: -0.1720 -1.6307 2.5187  0.161
H: -0.7998 -0.2714 1.5661  0.056
H: -0.4090 -0.5885 -1.9372  0.101
H: -3.3432 0.5711 0.2418  0.100
H: -1.7738 0.9770 0.5713  0.080

C4H6N4O in the gas phase at a distorted geometry. Source: the Open Molecules 2025 dataset; level of theory: the ωB97M-V functional and the def2-TZVPD basis.

## Properties
**HOMO energy**: -0.3350 hartree
**2S+1**: 1
**SMILES string**: N/N=C1\CC=NN=CO1
**Lowest unoccupied orbital energy**: 0.029 Eh
**ΔE to the lowest compared entry with this formula, charge and spin**: 127.2 kcal/mol
**Gap between HOMO and LUMO**: 9.92 eV

Each line ends with the Löwdin charge.
Geometry (Å):
N: -2.4893 0.1267 -0.0418  -0.068
N: -1.4885 -0.8288 -0.6613  0.054
C: -0.3473 -0.7171 -0.1273  -0.413
C: -0.1125 0.5402 0.5539  -0.120
C: 0.7820 1.3072 -0.4072  -0.162
N: 1.9261 0.9083 -0.6165  0.029
N: 2.4275 -0.1330 0.0995  0.045
C: 1.9803 -1.2268 0.0938  -0.220
O: 0.7137 -1.5532 -0.3532  0.059
H: -2.6355 -0.2396 0.9754  0.123
H: -3.4414 -0.1623 -0.5296  0.126
H: 0.5541 0.7596 1.4966  0.174
H: -1.1289 0.9746 0.3589  0.076
H: 0.6804 2.3589 -0.9445  0.163
H: 2.5794 -2.1145 0.1037  0.135

C4H6N4O in the gas phase at a distorted geometry. Source: the Open Molecules 2025 dataset; level of theory: the ωB97M-V functional and the def2-TZVPD basis.

## Properties
**HOMO energy**: -0.3123 hartree
**2S+1**: 1
**SMILES string**: [H]/N=N\c1c[nH]c(=O)n1C
**Lowest unoccupied orbital energy**: 0.004 Eh
**ΔE to the lowest compared entry with this formula, charge and spin**: 31.8 kcal/mol
**Gap between HOMO and LUMO**: 8.60 eV

Each line ends with the Löwdin charge.
Geometry (Å):
H: 0.1940 -0.5263 -2.2353  0.024
N: 0.4692 0.3909 -2.6691  0.070
N: 0.2710 1.2764 -1.7990  -0.016
C: -0.0995 0.9039 -0.4950  -0.280
C: -0.4153 1.7970 0.4595  -0.032
N: -0.5753 1.1384 1.6276  0.144
C: -0.3996 -0.2254 1.4194  -0.469
O: -0.4758 -1.1704 2.2504  0.003
N: 0.0241 -0.3402 0.1390  -0.002
C: 0.4636 -1.6553 -0.3470  -0.008
H: -0.5070 2.8735 0.3695  0.134
H: -0.6659 1.4945 2.5413  0.149
H: -0.1151 -1.9910 -1.1669  0.065
H: 0.2810 -2.3417 0.5072  0.101
H: 1.5505 -1.6243 -0.6014  0.115

2 unconnected molecules or ions with the total composition C4H6N5O2 at a distorted geometry. Source: the Open Molecules 2025 dataset; level of theory: the ωB97M-V functional and the def2-TZVPD basis.

## Properties
**Charge**: +1
**HOMO energy**: -0.4499 hartree
**2S+1**: 1
**Lowest unoccupied orbital energy**: -0.246 Eh
**ΔE to the lowest compared entry with this formula, charge and spin**: 156.9 kcal/mol
**Gap between HOMO and LUMO**: 5.54 eV

Each line ends with the Löwdin charge.
Geometry (Å):
C: 1.2020 0.5729 1.0446  -0.111
C: 0.8500 -1.8814 0.4569  0.048
C: -1.2422 0.4479 -0.5302  -0.206
C: 1.6538 -0.7024 0.6816  -0.111
N: 0.9377 1.6706 1.2346  0.261
N: 1.6619 -2.9420 0.3305  0.189
N: 2.8913 -1.1651 0.8355  0.218
N: -1.5186 1.6339 -0.0399  -0.052
N: -1.8854 0.1560 -1.6689  0.092
O: 2.8926 -2.5112 0.5883  0.066
O: -2.6552 2.4523 -0.6470  -0.044
H: -0.1482 -2.0302 0.1531  0.112
H: 3.6888 -0.6964 1.1703  0.200
H: -0.8178 2.2900 0.3078  0.089
H: -1.9125 -0.7618 -2.0373  0.076
H: -2.6064 0.7198 -2.0804  0.094
H: -2.9917 2.7471 0.2006  0.082

A molecular structure, C4H6N6S at a distorted geometry. Source: the Open Molecules 2025 dataset; level of theory: the ωB97M-V functional and the def2-TZVPD basis.

## Properties
**HOMO energy (spin up / spin down)**: -0.3156 / -0.3156 hartree
**2S+1**: 1
**Lowest unoccupied orbital energy (spin up / spin down)**: -0.031 / -0.031 Eh
**Gap between HOMO and LUMO (spin up / spin down)**: 7.76 / 7.76 eV

Each line ends with the Löwdin charge.
Geometry (Å):
C: -2.8157 1.3999 -0.1502  -0.178
C: -1.9633 0.2987 0.1600  -0.503
C: 1.8190 -0.4171 -0.3997  -0.485
C: 2.9198 -0.6818 0.6449  -0.038
N: -4.0732 1.0199 -0.0463  -0.326
N: -2.6268 -0.8060 0.4162  -0.256
N: 1.3244 1.0044 -0.4624  0.034
N: 0.1874 1.2863 -0.1119  0.016
N: 0.6793 -1.1870 -0.1986  0.167
N: -0.6723 0.3300 0.0165  0.061
S: -4.2242 -0.5296 0.3761  0.952
H: -2.5534 2.4753 -0.2877  0.125
H: 2.2002 -0.3562 -1.5245  0.171
H: 3.8864 -0.9052 0.1271  0.087
H: 2.6396 -1.5462 1.1434  0.039
H: 3.0192 0.1961 1.2946  0.078
H: 0.2537 -1.5816 -0.9976  0.056

A gas-phase ion, C4H6N7 (charge +1) at a distorted geometry. Source: the Open Molecules 2025 dataset; level of theory: the ωB97M-V functional and the def2-TZVPD basis.

## Properties
**Charge**: +1
**HOMO energy (spin up / spin down)**: -0.4853 / -0.4854 hartree
**2S+1**: 1
**SMILES string**: c1cn[n+](N2CN=NN2)nc1
**Lowest unoccupied orbital energy (spin up / spin down)**: -0.212 / -0.212 Eh
**ΔE to the lowest compared entry with this formula, charge and spin**: 53.1 kcal/mol
**Gap between HOMO and LUMO (spin up / spin down)**: 7.43 / 7.43 eV

Each line ends with the Löwdin charge.
Geometry (Å):
C: 2.7970 -0.2570 0.0379  0.020
C: 1.9410 -1.3775 0.1036  -0.033
N: 0.6553 -1.2220 -0.1256  0.141
N: 0.1790 -0.0257 -0.2379  -0.094
N: -1.1864 -0.0114 -0.4089  0.010
C: -2.0741 1.1457 -0.0985  -0.166
N: -3.3212 0.6156 0.3939  0.039
N: -3.3077 -0.6112 0.2940  0.007
N: -2.1335 -1.1108 0.0288  0.058
N: 0.8901 1.1024 -0.0319  0.187
C: 2.1888 0.9610 0.1629  -0.056
H: 3.9262 -0.2416 0.1132  0.155
H: 2.4068 -2.4232 0.2741  0.173
H: -2.1808 1.7302 -1.1289  0.160
H: -1.4869 1.9139 0.6023  0.151
H: -1.9545 -2.0237 -0.3486  0.141
H: 2.6608 1.8353 0.3696  0.107

A gas-phase ion, C4H6NO (charge -1) at a distorted geometry. Source: the Open Molecules 2025 dataset; level of theory: the ωB97M-V functional and the def2-TZVPD basis.

## Properties
**Charge**: -1
**HOMO energy (spin up / spin down)**: -0.0658 / -0.0621 hartree
**2S+1**: 1
**Lowest unoccupied orbital energy (spin up / spin down)**: 0.160 / 0.159 Eh
**ΔE to the lowest compared entry with this formula, charge and spin**: 69.2 kcal/mol
**Gap between HOMO and LUMO (spin up / spin down)**: 6.13 / 6.02 eV

Each line ends with the Löwdin charge.
Geometry (Å):
C: 0.6842 -1.3306 -0.4859  -0.033
C: 0.1557 -0.1213 -0.2990  -0.508
C: -0.8298 -0.1435 0.7489  -0.334
C: 0.5820 1.1870 -1.1041  -0.123
N: -0.9602 -1.5216 1.3573  -0.122
O: -0.3788 -1.6178 2.4839  -0.186
H: 1.5420 -1.5589 -1.0390  -0.074
H: -0.6469 0.4874 1.6966  0.104
H: -1.9975 0.0418 0.5217  0.118
H: 1.5950 1.6189 -0.8086  0.054
H: -0.2244 1.9583 -0.8419  0.046
H: 0.4787 1.0002 -2.2301  0.058